Entry 1:
Entry from OMol25: a structure of composition C14H8GaN2O8 (wB97M-V/def2-TZVPD).

Last column: Löwdin charge in e.
Positions of all 33 atoms, in Å:
Ga (-1.234, -0.055, 0.051)  0.60
O (-0.761, 2.331, -3.280)  0.20
C (-0.879, 1.772, -2.112)  -0.42
O (-1.101, 0.548, -1.961)  0.07
C (-0.715, 2.605, -0.929)  -0.17
C (-0.375, 3.946, -0.862)  0.05
C (-0.216, 4.529, 0.395)  -0.03
C (-0.423, 3.774, 1.553)  0.03
C (-0.769, 2.439, 1.434)  -0.17
N (-0.889, 1.877, 0.204)  0.07
C (-0.985, 1.431, 2.482)  -0.40
O (-1.016, 1.737, 3.747)  0.21
O (-1.125, 0.246, 2.126)  0.09
H (-0.877, 1.707, -4.020)  0.17
H (-0.223, 4.513, -1.768)  0.14
H (0.076, 5.562, 0.481)  0.12
H (-0.284, 4.237, 2.519)  0.13
H (-0.938, 2.680, 3.959)  0.14
O (2.020, -6.008, -0.565)  0.23
C (2.715, -5.036, -0.501)  -0.54
O (3.859, -4.672, -0.510)  0.20
C (1.727, -3.662, -0.344)  0.02
C (2.347, -2.427, -0.259)  0.04
C (1.546, -1.307, -0.133)  -0.02
N (0.218, -1.412, -0.095)  0.09
C (-0.378, -2.607, -0.181)  -0.10
C (0.350, -3.781, -0.306)  0.10
C (-1.909, -2.592, -0.145)  -0.49
O (-2.547, -3.594, -0.207)  0.18
O (-2.444, -1.380, -0.048)  0.04
H (3.423, -2.356, -0.292)  0.13
H (1.960, -0.308, -0.062)  0.14
H (-0.153, -4.737, -0.372)  0.15

Values from the calculation:
Charge: +1
Orbital gap (alpha / beta), eV: 9.6 / 3.4
Spin multiplicity: 1
E_HOMO (alpha / beta), eV: -13.76 / -10.14

***

Entry 2:
Entry from OMol25: the molecule C14H8N2O3S (wB97M-V/def2-TZVPD).

Last column: Löwdin charge in e.
Positions of all 28 atoms, in Å:
O (-0.579, -5.165, -1.405)  0.10
C (0.267, -4.405, -0.965)  -0.41
N (1.253, -5.041, -0.266)  0.20
C (2.086, -4.111, 0.250)  -0.39
O (2.963, -4.305, 1.065)  0.10
C (1.506, -2.737, -0.057)  -0.03
C (1.837, -1.378, 0.125)  0.09
C (0.851, -0.424, -0.048)  -0.15
C (-0.436, -0.776, -0.403)  -0.12
C (-0.715, -2.093, -0.778)  0.09
C (0.265, -3.051, -0.608)  -0.13
C (-1.215, 0.492, -0.423)  0.04
C (-0.398, 1.506, -0.035)  -0.23
C (-0.795, 2.888, 0.146)  -0.36
C (-2.026, 3.399, 0.547)  -0.15
C (-2.200, 4.777, 0.765)  -0.17
C (-1.013, 5.430, 0.495)  -0.39
S (0.325, 4.330, 0.162)  1.01
N (0.864, 0.967, 0.137)  -0.06
O (1.985, 1.745, 0.258)  0.04
H (1.274, -6.017, -0.111)  0.17
H (2.752, -1.068, 0.688)  0.15
H (-1.564, -2.548, -1.185)  0.12
H (-2.345, 0.421, -0.622)  0.15
H (-2.747, 2.685, 0.738)  0.09
H (-3.169, 5.300, 1.100)  0.14
H (-0.811, 6.526, 0.493)  0.08
H (1.787, 2.655, -0.063)  0.03

Values from the calculation:
Energy relative to the best compared isomer or geometry (same formula, charge and spin), kcal per mole: 14.0
Charge: 0
SMILES: O=C1NC(=O)c2cc3c(cc21)cc(-c1cccs1)n3O
Orbital gap, eV: 7.9
Spin multiplicity: 1
E_HOMO, eV: -8.30

***

Entry 3:
Entry from OMol25: a structure of composition C14H8N3O7RuS6 (wB97M-V/def2-TZVPD).

Last column: Löwdin spin population.
Positions of all 39 atoms, in Å:
Ru (0.015, -0.259, 1.752)  0.81
S (5.104, -1.845, 6.885)  0.00
C (3.969, -1.457, 5.728)  0.00
S (2.291, -1.292, 6.051)  0.00
C (1.769, -0.858, 4.447)  0.01
C (2.735, -0.808, 3.509)  0.00
S (2.461, -0.420, 1.833)  0.07
S (4.340, -1.191, 4.073)  0.00
S (0.102, -0.500, 4.093)  0.01
N (0.083, 1.880, 2.236)  0.00
C (-1.183, 2.477, 1.794)  0.00
C (-1.536, 1.920, 0.403)  0.00
O (-2.203, 2.616, -0.353)  0.00
O (-1.123, 0.728, 0.178)  0.05
H (0.303, 2.030, 3.215)  0.00
H (0.858, 2.212, 1.669)  0.00
H (-1.164, 3.567, 1.757)  0.00
H (-1.967, 2.156, 2.482)  0.00
O (-0.015, -1.865, -0.746)  0.00
C (0.489, -0.838, -1.348)  0.00
O (1.364, -0.089, -0.944)  0.02
C (-0.145, -0.584, -2.701)  0.00
C (-1.318, -1.226, -3.076)  0.00
C (-1.903, -0.964, -4.309)  0.00
C (-1.316, -0.067, -5.183)  0.00
C (-0.144, 0.560, -4.788)  0.00
C (0.449, 0.328, -3.561)  0.00
N (0.488, 1.508, -5.720)  0.00
O (1.552, 2.003, -5.405)  0.00
O (-0.063, 1.713, -6.791)  0.00
H (-1.767, -1.918, -2.378)  0.00
H (-2.826, -1.457, -4.586)  0.00
H (-1.745, 0.158, -6.148)  0.00
H (1.349, 0.841, -3.257)  0.00
S (-4.556, -1.724, 2.553)  0.00
C (-3.018, -1.202, 2.328)  0.00
N (-1.927, -0.825, 2.190)  0.01
O (0.100, -3.224, 1.168)  0.00
C (0.097, -2.085, 0.949)  0.00

Values from the calculation:
Energy relative to the best compared isomer or geometry (same formula, charge and spin), kcal per mole: 46.5
Charge: -2
Orbital gap (alpha / beta), eV: 5.5 / 5.6
Spin multiplicity: 2
E_HOMO (alpha / beta), eV: -1.99 / -2.03

***

Entry 4:
Entry from OMol25: a structure of composition C14H9Cl2F6FeINO2 (wB97M-V/def2-TZVPD).

Last column: Löwdin spin population.
Positions of all 36 atoms, in Å:
Fe (-0.243, 0.270, 0.537)  3.66
Cl (3.748, -0.213, -2.545)  0.00
C (2.386, -1.281, -2.403)  0.01
C (2.327, -2.404, -3.236)  0.00
C (1.280, -3.278, -3.177)  0.01
Cl (1.250, -4.667, -4.235)  0.00
C (0.220, -3.063, -2.266)  0.00
C (-0.916, -3.886, -2.126)  0.01
C (-1.879, -3.566, -1.209)  0.00
C (-1.714, -2.418, -0.417)  0.01
N (-0.669, -1.636, -0.527)  0.03
C (0.295, -1.927, -1.429)  0.00
C (1.397, -0.985, -1.463)  0.00
O (1.405, 0.025, -0.680)  0.04
H (3.133, -2.572, -3.938)  0.00
H (-1.014, -4.763, -2.752)  0.00
H (-2.761, -4.179, -1.087)  0.00
H (-2.454, -2.130, 0.321)  0.00
I (1.171, 1.491, 2.917)  0.04
C (-0.315, -0.168, 2.542)  0.05
H (-1.152, 0.200, 3.134)  0.01
H (0.172, -0.981, 3.079)  0.01
C (-0.120, 3.054, -1.040)  0.00
C (-1.524, 2.438, -1.004)  0.01
O (-1.636, 1.409, -0.123)  0.10
C (-1.865, 1.901, -2.416)  0.00
F (-0.957, 0.979, -2.783)  0.00
F (-1.854, 2.859, -3.371)  0.00
F (-3.065, 1.307, -2.477)  0.00
C (-2.533, 3.537, -0.598)  0.00
F (-2.295, 3.938, 0.660)  0.00
F (-2.450, 4.640, -1.377)  0.00
F (-3.810, 3.129, -0.646)  0.00
H (0.592, 2.266, -1.290)  0.00
H (0.114, 3.417, -0.040)  0.00
H (-0.033, 3.869, -1.758)  0.00

Values from the calculation:
Energy relative to the best compared isomer or geometry (same formula, charge and spin), kcal per mole: 0.0
Charge: -1
Orbital gap (alpha / beta), eV: 7.2 / 7.4
Spin multiplicity: 5
E_HOMO (alpha / beta), eV: -4.63 / -4.91